Entry 1:
This record from the OMol25 dataset describes 2 unconnected molecules or ions with the total composition C9H13ClN2O2. The level of theory is wB97M-V/def2-TZVPD.

Each atom is followed by the atoms it is bonded to, with distances in Å.
Cartesian coordinates (Å):
1 Cl -1.4562 -1.9785 0.8352  C8 1.828
2 O -1.9602 0.9721 -1.2630  C6 1.439, H19 0.955
3 O -3.7173 1.6739 1.6944  C9 1.211
4 N -1.6544 2.3007 1.0732  C9 1.388, H16 1.020, H20 1.043
5 N -4.8966 -0.7958 -0.6279  C11 1.227, H21 0.985
6 C -2.9041 0.6496 -0.2255  O2 1.439, C9 1.458, C11 1.270
7 C 0.7804 -0.4248 0.7819  C8 1.320, C10 1.531, H25 1.081
8 C 0.0425 -1.2603 0.0749  Cl1 1.828, C7 1.320, C13 1.481
9 C -2.7704 1.4823 0.9641  O3 1.211, N4 1.388, C6 1.458
10 C 2.1713 0.0108 0.3145  C7 1.531, C12 1.532, H15 1.038, H24 1.136
11 C -3.9208 -0.0970 -0.3742  N5 1.227, C6 1.270
12 C 2.4223 -0.4309 -1.1309  C10 1.532, C14 1.482, H22 1.117, H26 1.095
13 C 0.4557 -2.0271 -1.1234  C8 1.481, C14 1.599, H17 1.041, H18 1.110
14 C 2.0287 -1.8437 -1.3433  C12 1.482, C13 1.599, H23 1.111, H27 1.088
15 H 2.8194 -0.3840 1.0228  C10 1.038
16 H -0.9413 2.5567 0.3905  N4 1.020
17 H 0.1751 -3.0218 -1.0005  C13 1.041
18 H 0.0652 -1.5287 -2.0356  C13 1.110
19 H -1.6882 0.1624 -1.6906  O2 0.955
20 H -1.8266 2.7748 1.9858  N4 1.043
21 H -5.2483 -1.7070 -0.5039  N5 0.985
22 H 3.5104 -0.2565 -1.3110  C12 1.117
23 H 2.2681 -2.3302 -2.3125  C14 1.111
24 H 2.1719 1.1314 0.4997  C10 1.136
25 H 0.5934 0.1460 1.6811  C7 1.081
26 H 1.9424 0.1832 -1.8997  C12 1.095
27 H 2.4514 -2.4460 -0.5420  C14 1.088

Calculated values
* E_LUMO: 0.52 eV
* relative energy (zero: lowest compared OMol25 entry of this formula, charge and spin): 139.75 kJ/mol
* spin multiplicity: 1
* total charge: 0
* E: -1070.8257 Eh
* SMILES: N=C=C(O)C(N)=O.ClC1=CCCCC1

These are the natural (NBO) partial charges, in e, on atoms 1 to 6: number 1, Cl, carries -0.08; number 2, O, carries -0.68; number 3, O, carries -0.62; number 4, N, carries -0.86; number 5, N, carries -0.61; number 6, C, carries -0.07

---

Entry 2:
This record from the OMol25 dataset describes 13 unconnected molecules or ions with the total composition C43H70Br2F2N14O3. The level of theory is wB97M-V/def2-TZVPD.

Each atom is followed by the atoms it is bonded to, with distances in Å.
Cartesian coordinates (Å):
1 Br -4.0960 -2.0681 0.2565  C55 1.955
2 Br -1.1540 -1.3253 -1.6073  C37 1.966
3 F -1.9151 4.8287 -2.7369  C22 1.410
4 F -4.4693 2.1759 -0.7646  N9 1.397
5 O 2.9320 0.0723 0.8307  C52 1.203
6 O -0.2271 1.2873 -0.4151  C33 1.432, C64 1.411
7 O 6.7996 0.6518 0.4528  C32 1.432, C48 1.417
8 N 5.4313 -0.2960 3.8266  C44 1.150
9 N -3.8779 1.3461 0.1912  F4 1.397, C47 1.433, H72 1.012
10 N 7.7543 0.0788 -3.4507  C40 1.149
11 N -1.8748 2.7300 5.8725  C59 1.148
12 N -1.6020 2.8815 0.7332  C33 1.468, C61 1.280
13 N 10.1341 -2.4769 -4.7499  C51 1.148
14 N -7.5087 -9.0448 2.6594  C29 1.149
15 N -10.1739 -11.6371 -0.1300  C49 1.149
16 N -4.2915 9.3442 -0.7661  C39 1.148
17 N 8.5302 -4.9914 -3.1206  C42 1.148
18 N -2.4643 -0.1970 -5.1048  C43 1.149
19 N -7.2693 1.5337 -3.2981  C50 1.148
20 N -8.7586 -6.0704 0.1466  C53 1.148
21 N 3.7266 3.9402 7.5586  C38 1.148
22 C -1.8403 4.2096 -1.4721  F3 1.410, C63 1.523, H69 1.092, H121 1.090
23 C -1.1436 1.3011 2.6308  C61 1.512, H77 1.092, H107 1.092, H109 1.094
24 C -7.4250 -3.9789 0.9492  C53 1.459, H84 1.089, H89 1.089, H126 1.088
25 C 8.8892 -1.9264 -2.2341  C40 1.456, H70 1.088, H87 1.085, H97 1.091
26 C -10.1697 -9.1824 0.7535  C49 1.459, H79 1.088, H111 1.087, H118 1.089
27 C -1.4984 5.1688 6.7159  C59 1.460, H81 1.089, H90 1.088, H124 1.088
28 C 9.2508 -1.0092 -6.7135  C51 1.458, H67 1.088, H103 1.089, H133 1.088
29 C -7.0328 -9.8755 2.0246  N14 1.149, C34 1.460
30 C -5.2424 -0.4599 -1.8968  C55 1.533, H112 1.089, H128 1.090, H132 1.094
31 C 10.8654 -5.9828 -2.5241  C42 1.459, H86 1.088, H100 1.089, H127 1.088
32 C 6.1914 -0.1126 1.4998  O7 1.432, H66 1.099, H116 1.078, H129 1.084
33 C -1.5205 1.8983 -0.3533  O6 1.432, N12 1.468, C47 1.556, C63 1.575
34 C -6.4278 -10.9307 1.2176  C29 1.460, H108 1.088, H123 1.089, H134 1.088
35 C 5.2012 2.0311 -0.7927  C45 1.547, C48 1.532, H76 1.096, H95 1.092
36 C 1.8036 1.7534 -1.5664  C57 1.551, C64 1.550, H92 1.097, H106 1.090
37 C -2.7107 -0.1346 -1.4579  Br2 1.966, C47 1.548, C55 1.548, H96 1.090
38 C 4.7559 3.5270 7.8558  N21 1.148, C54 1.462
39 C -3.8089 8.5211 -1.4053  N16 1.148, C60 1.461
40 C 8.2553 -0.8056 -2.9140  N10 1.149, C25 1.456
41 C -2.7217 3.2963 2.8031  C61 1.515, H78 1.099, H83 1.087, H115 1.089
42 C 9.5550 -5.4339 -2.8544  N17 1.148, C31 1.459
43 C -3.4838 -0.7197 -5.1922  N18 1.149, C62 1.461
44 C 4.9154 -0.2043 4.8499  N8 1.150, C46 1.461
45 C 4.3006 2.0190 -2.0501  C35 1.547, C57 1.556, H91 1.093, H94 1.096
46 C 4.2637 -0.0766 6.1507  C44 1.461, H105 1.088, H113 1.089, H125 1.090
47 C -2.6205 0.8051 -0.2315  N9 1.433, C33 1.556, C37 1.548, H93 1.095
48 C 5.9985 0.7251 -0.7133  O7 1.417, C35 1.532, H98 1.097, H120 1.099
49 C -10.1776 -10.5568 0.2624  N15 1.149, C26 1.459
50 C -7.2265 2.6034 -2.8832  N19 1.148, C56 1.459
51 C 9.7531 -1.8379 -5.6242  N13 1.148, C28 1.458
52 C 2.0076 0.6741 1.3116  O5 1.203, C58 1.511, H75 1.106
53 C -8.1711 -5.1497 0.4993  N20 1.148, C24 1.459
54 C 6.0664 3.0013 8.2354  C38 1.462, H65 1.088, H85 1.088, H122 1.089
55 C -3.9263 -1.0925 -1.4292  Br1 1.955, C30 1.533, C37 1.548, H88 1.090
56 C -7.1666 3.9640 -2.3589  C50 1.459, H74 1.088, H110 1.089, H131 1.088
57 C 2.9479 2.7613 -1.8494  C36 1.551, C45 1.556, H68 1.092, H114 1.093
58 C 1.6908 2.0944 0.9060  C52 1.511, C64 1.547, H80 1.097, H99 1.091
59 C -1.7109 3.8036 6.2450  N11 1.148, C27 1.460
60 C -3.1960 7.4702 -2.2151  C39 1.461, H82 1.088, H101 1.087, H117 1.087
61 C -1.7685 2.4929 1.9414  N12 1.280, C23 1.512, C41 1.515
62 C -4.7806 -1.3836 -5.3055  C43 1.461, H104 1.090, H119 1.088, H130 1.089
63 C -1.7079 2.7086 -1.6910  C22 1.523, C33 1.575, H71 1.092, H102 1.092
64 C 0.8703 2.1739 -0.4031  O6 1.411, C36 1.550, C58 1.547, H73 1.094
65 H 5.9562 2.2776 9.0409  C54 1.088
66 H 5.6675 -0.9845 1.0842  C32 1.099
67 H 8.2598 -1.3494 -7.0072  C28 1.088
68 H 3.0626 3.5120 -1.0645  C57 1.092
69 H -0.9723 4.6451 -0.9733  C22 1.092
70 H 8.4383 -2.8616 -2.5593  C25 1.088
71 H -0.8769 2.5250 -2.3749  C63 1.092
72 H -4.5285 0.6580 0.5480  N9 1.012
73 H 0.6606 3.2336 -0.5758  C64 1.094
74 H -6.8251 4.6443 -3.1368  C56 1.088
75 H 1.4076 0.1657 2.0897  C52 1.106
76 H 5.9514 2.8172 -0.9379  C35 1.096
77 H -0.9962 0.4353 1.9822  C23 1.092
78 H -2.1156 4.0190 3.3665  C41 1.099
79 H -9.8392 -8.5068 -0.0329  C26 1.088
80 H 1.1217 2.6238 1.6797  C58 1.097
81 H -1.1299 5.7880 5.8999  C27 1.089
82 H -3.1343 7.7899 -3.2533  C60 1.088
83 H -3.4371 3.8432 2.1944  C41 1.087
84 H -7.1937 -4.0731 2.0087  C24 1.089
85 H 6.7054 3.8146 8.5734  C54 1.088
86 H 11.2769 -6.5002 -3.3886  C31 1.088
87 H 9.9479 -1.9440 -2.4685  C25 1.085
88 H -3.6721 -1.8581 -2.1621  C55 1.090
89 H -8.0180 -3.0796 0.7929  C24 1.089
90 H -2.4358 5.5831 7.0822  C27 1.088
91 H 4.8327 2.4543 -2.9005  C45 1.093
92 H 1.1672 1.7426 -2.4596  C36 1.097
93 H -2.2958 0.1684 0.5982  C47 1.095
94 H 4.1228 0.9687 -2.3062  C45 1.096
95 H 4.6533 2.2257 0.1316  C35 1.092
96 H -2.7684 0.3635 -2.4254  C37 1.090
97 H 8.7608 -1.8249 -1.1552  C25 1.091
98 H 6.6827 0.7186 -1.5706  C48 1.097
99 H 2.6372 2.6298 0.8203  C58 1.091
100 H 11.5396 -5.1777 -2.2375  C31 1.089
101 H -2.1943 7.2567 -1.8510  C60 1.087
102 H -2.6160 2.4220 -2.2246  C63 1.092
103 H 9.9208 -1.0761 -7.5689  C28 1.089
104 H -5.5805 -0.6696 -5.1120  C62 1.090
105 H 3.5068 -0.8508 6.2618  C46 1.088
106 H 2.1416 0.7262 -1.4293  C36 1.090
107 H -0.1863 1.5620 3.0867  C23 1.092
108 H -6.3423 -10.6011 0.1840  C34 1.088
109 H -1.7934 0.9726 3.4469  C23 1.094
110 H -6.4736 4.0034 -1.5197  C56 1.089
111 H -9.4898 -9.1017 1.5981  C26 1.087
112 H -5.0725 0.2907 -2.6668  C30 1.089
113 H 4.9997 -0.1859 6.9456  C46 1.089
114 H 2.7345 3.2212 -2.8175  C57 1.093
115 H -3.1926 2.6551 3.5470  C41 1.089
116 H 5.4824 0.5232 2.0058  C32 1.078
117 H -3.7916 6.5623 -2.1590  C60 1.087
118 H -11.1706 -8.8943 1.0710  C26 1.089
119 H -4.9002 -1.7906 -6.3077  C62 1.088
120 H 5.3418 -0.1471 -0.8352  C48 1.099
121 H -2.7239 4.4537 -0.8816  C22 1.090
122 H 6.5337 2.5142 7.3812  C54 1.089
123 H -7.0487 -11.8241 1.2546  C34 1.089
124 H -0.7677 5.1712 7.5223  C27 1.088
125 H 3.7900 0.9011 6.2356  C46 1.090
126 H -6.4959 -3.8928 0.3890  C24 1.088
127 H 10.7750 -6.6851 -1.6976  C31 1.088
128 H -5.7956 -0.0704 -1.0422  C30 1.090
129 H 6.9386 -0.4752 2.1962  C32 1.084
130 H -4.8453 -2.1953 -4.5826  C62 1.089
131 H -8.1539 4.2744 -2.0222  C56 1.088
132 H -5.8588 -1.2516 -2.3327  C30 1.094
133 H 9.1878 0.0265 -6.3848  C28 1.088
134 H -5.4367 -11.1658 1.6012  C34 1.088

Calculated values
* E_LUMO: 0.22 eV
* spin multiplicity: 1
* total charge: 0
* E: -8020.2393 Eh

These are the Löwdin partial charges, in e, on atoms 1 to 6: number 1, Br, carries 0.75; number 2, Br, carries 0.77; number 3, F, carries -0.08; number 4, F, carries -0.05; number 5, O, carries 0.06; number 6, O, carries -0.12

---

Entry 3:
This record from the OMol25 dataset describes a single CCl3F molecule. The level of theory is wB97M-V/def2-TZVPD.

Each atom is followed by the atoms it is bonded to, with distances in Å.
Cartesian coordinates (Å):
1 Cl 0.2152 1.6614 -0.4892  C5 1.767
2 Cl 1.3330 -1.0184 -0.4863  C5 1.763
3 Cl -1.5496 -0.6453 -0.4866  C5 1.768
4 F -0.0005 0.0052 1.3967  C5 1.331
5 C 0.0018 -0.0029 0.0654  Cl1 1.767, Cl2 1.763, Cl3 1.768, F4 1.331

Calculated values
* E_LUMO: 0.46 eV
* relative energy (zero: lowest compared OMol25 entry of this formula, charge and spin): 0.13 kJ/mol
* spin multiplicity: 1
* total charge: 0
* E: -1518.5373 Eh
* SMILES: FC(Cl)(Cl)Cl

Per-atom natural (NBO) charges, elementary charge units: number 1, Cl, carries 0.03; number 2, Cl, carries 0.04; number 3, Cl, carries 0.03; number 4, F, carries -0.31; number 5, C, carries 0.21

---

Entry 4:
This record from the OMol25 dataset describes a single C4H7NO molecule. The level of theory is wB97M-V/def2-TZVPD.

Each atom is followed by the atoms it is bonded to, with distances in Å.
Cartesian coordinates (Å):
1 O -0.8518 -1.1648 -0.2336  C4 1.291, C6 1.398
2 N 1.4214 0.4043 -1.1802  C3 1.222
3 C 0.5863 0.6880 -0.3344  N2 1.222, C5 1.512, C6 1.662
4 C -0.0011 -1.9104 -0.8553  O1 1.291, H10 1.081, H13 1.085
5 C 0.8053 1.0277 1.1222  C3 1.512, H8 1.093, H9 1.100, H11 1.091
6 C -0.9588 0.1642 -0.6534  O1 1.398, C3 1.662, H7 1.094, H12 1.094
7 H -1.1131 0.2414 -1.7337  C6 1.094
8 H -0.0917 1.3824 1.6368  C5 1.093
9 H 1.1115 0.0738 1.5756  C5 1.100
10 H 0.3536 -1.6760 -1.8492  C4 1.081
11 H 1.6448 1.7146 1.2371  C5 1.091
12 H -1.7801 0.6287 -0.0991  C6 1.094
13 H 0.3172 -2.7713 -0.2772  C4 1.085

Calculated values
* E_LUMO (alpha / beta): -0.33 / 0.70 eV
* relative energy (zero: lowest compared OMol25 entry of this formula, charge and spin): 488.92 kJ/mol
* spin multiplicity: 1
* total charge: 0
* E: -286.4454 Eh

These are the natural (NBO) partial charges, in e, on atoms 1 to 6: number 1, O, carries -0.46; number 2, N, carries -0.28; number 3, C, carries 0.13; number 4, C, carries -0.05; number 5, C, carries -0.67; number 6, C, carries -0.10

---

One value per record, in order, for F_max: 0.123; 0.048; 0.007; 0.048 Eh/bohr.